(1)
# C26H49ClFN7O3P3S4

A cluster of 2 separate species, C26H49ClFN7O3P3S4 in total in a non-equilibrium geometry (the ωB97M-V functional and the def2-TZVPD basis, the OMol25 dataset).

XYZ file:
```
94
Properties=species:S:1:pos:R:3:forces:R:3
C -3.259 3.133 -0.528 -0.143 0.472 -0.483
C -2.226 2.342 -1.409 -1.810 0.370 -0.662
N -1.627 1.142 -0.785 0.163 0.344 -0.985
C -2.469 0.064 -0.479 0.683 2.400 2.571
N -2.942 -0.823 -1.311 0.229 0.101 -1.395
F -3.722 -1.849 -0.847 0.075 -0.035 0.662
P -2.520 -0.671 -3.037 1.108 1.090 -1.062
C -1.418 -2.079 -3.586 -0.203 -1.060 -0.327
C -2.104 -3.080 -4.589 -0.599 0.567 0.248
C -4.074 -0.516 -4.061 -0.857 0.816 0.176
C -4.121 0.944 -4.710 0.550 -0.594 -0.306
N -2.642 0.106 0.931 -0.865 0.652 -0.017
P -4.268 0.077 1.570 -3.167 -1.439 -1.998
N -5.307 0.161 0.368 0.744 -0.149 0.890
C -1.605 0.925 1.553 1.901 -0.759 0.569
Cl -2.051 2.348 2.591 -0.318 -0.320 -0.656
P -0.858 -0.276 2.858 -0.382 -1.197 0.521
S -1.047 -2.143 2.353 0.272 0.093 -0.269
C -0.647 1.320 0.330 0.145 -0.959 -0.337
C 0.048 2.712 0.459 0.269 0.491 -0.508
C 1.014 3.069 -0.744 -1.057 1.387 -0.583
C 0.712 4.567 -1.190 -0.070 -0.311 -0.168
C 1.167 4.865 -2.666 -0.443 1.630 0.344
N 2.579 4.527 -2.957 -0.724 -0.321 1.492
C 3.490 5.143 -2.061 1.430 -1.033 0.077
C 4.854 4.380 -1.850 -0.731 0.312 -1.656
O 3.307 6.194 -1.501 -0.561 -0.020 -0.271
C 0.441 0.228 -0.066 0.705 0.120 0.806
C 1.722 0.203 0.856 0.364 -1.251 0.249
C 3.087 0.286 0.067 -0.876 0.630 -0.144
S 4.411 -0.767 0.784 -0.157 -0.781 -0.982
C 4.485 -2.258 -0.248 -0.283 0.366 0.321
S 5.474 -3.512 0.070 -0.762 1.042 -0.203
N 3.590 -2.215 -1.402 1.655 -0.199 1.703
C 4.019 -1.721 -2.612 -3.409 -0.376 -1.616
C 2.817 -1.836 -3.400 1.709 0.084 1.499
N 1.797 -2.383 -2.638 0.230 0.175 0.485
C 2.269 -2.606 -1.401 1.116 0.974 -2.109
H -3.969 2.480 0.026 0.518 0.376 -0.398
H -2.799 3.882 0.159 -0.240 -0.765 -0.381
H -3.886 3.732 -1.242 0.501 -0.526 0.610
H -2.798 1.975 -2.300 0.656 0.248 0.701
H -1.486 3.070 -1.803 -0.036 -0.942 0.398
H -0.551 -1.610 -4.112 -0.698 -0.076 0.713
H -0.982 -2.600 -2.696 -0.423 0.480 -0.680
H -1.554 -4.037 -4.702 -0.306 0.710 0.177
H -3.148 -3.263 -4.234 0.849 -0.283 -0.319
H -2.205 -2.599 -5.594 0.190 -0.444 0.760
H -4.147 -1.252 -4.891 0.181 0.194 0.907
H -4.975 -0.581 -3.403 0.701 -0.405 -0.517
H -4.504 0.843 -5.757 0.030 0.258 0.992
H -3.083 1.349 -4.814 -0.838 -0.153 0.175
H -4.750 1.645 -4.112 0.526 -0.554 -0.542
H -4.505 -1.168 2.227 0.860 0.720 0.450
H -4.548 1.169 2.428 1.328 -0.361 0.071
H -5.877 -0.691 0.364 0.259 0.389 -0.294
H -1.680 -0.071 4.014 0.523 0.537 -0.519
H 0.454 0.114 3.229 -0.529 0.347 -0.109
H -0.682 3.553 0.527 0.361 -0.949 0.059
H 0.658 2.785 1.396 -0.770 -0.436 -0.619
H 2.090 3.060 -0.459 -0.774 -0.497 -0.232
H 0.808 2.454 -1.660 0.386 0.161 0.958
H 1.180 5.259 -0.447 -0.244 -0.423 -0.812
H -0.388 4.796 -1.162 0.848 -0.366 0.042
H 1.070 5.973 -2.807 0.070 -0.924 0.081
H 0.461 4.421 -3.415 0.857 -0.019 0.634
H 2.652 3.509 -2.915 0.553 0.358 -0.313
H 4.940 3.612 -2.664 0.051 0.339 0.979
H 4.934 3.943 -0.833 -0.002 0.401 -0.693
H 5.646 5.134 -2.075 -0.485 -0.608 0.624
H 0.788 0.422 -1.113 -0.660 0.057 0.852
H 0.000 -0.800 -0.078 0.151 0.860 0.075
H 1.735 0.957 1.674 -0.154 -0.378 -0.684
H 1.722 -0.798 1.369 -0.010 0.902 -0.287
H 2.872 0.070 -1.005 0.566 -0.071 0.707
H 3.468 1.336 0.114 -0.083 -0.883 -0.057
H 5.006 -1.324 -2.890 -0.617 -0.472 0.661
H 2.727 -1.522 -4.454 -0.215 -0.431 0.834
H 1.784 -3.003 -0.496 0.221 0.190 -0.787
C 1.461 -5.337 7.188 -0.123 -0.029 0.043
C 0.504 -5.552 6.011 0.073 -0.110 -0.015
C -0.158 -4.204 5.706 -0.272 -0.421 -0.179
S 1.011 -2.946 6.220 0.184 -0.321 -0.055
O 0.441 -2.211 7.323 0.028 0.237 -0.248
O 1.542 -2.281 5.050 -0.183 0.368 0.162
C 2.242 -4.069 6.860 0.211 -0.311 0.184
H 2.125 -6.190 7.330 -0.017 0.055 0.011
H 0.889 -5.197 8.109 0.066 0.007 -0.013
H 1.069 -5.890 5.139 -0.017 0.027 0.039
H -0.243 -6.315 6.233 0.023 0.049 -0.029
H -0.367 -4.088 4.644 0.001 0.211 0.078
H -1.073 -4.068 6.282 0.091 0.124 0.024
H 2.730 -3.628 7.728 -0.056 0.156 -0.095
H 2.972 -4.250 6.070 -0.043 0.084 -0.001
```
Forces are in eV/Å.

Charge   +1
Spin multiplicity   1
DFT total energy   -130765.0392 eV


(2)
# C26H49FN3NbP

A structure of composition C26H49FN3NbP in a non-equilibrium geometry (the ωB97M-V functional and the def2-TZVPD basis, the OMol25 dataset).

XYZ file:
```
81
Properties=species:S:1:pos:R:3:forces:R:3
C 5.235 -1.248 1.741 -0.009 0.051 0.050
C 4.288 -0.102 2.109 0.125 0.051 0.094
C 4.205 0.987 1.023 0.102 0.092 0.077
C 2.825 1.628 0.831 -0.020 -0.014 -0.027
C 1.668 0.649 0.597 0.021 0.050 -0.095
C 1.895 -0.279 -0.616 -0.211 -0.009 0.103
C 2.110 -1.768 -0.285 0.019 -0.021 -0.166
C 0.830 -2.607 -0.380 -0.032 0.163 0.260
C -0.084 -2.414 0.831 -0.063 0.099 0.082
C -1.295 -3.351 0.866 0.055 -0.017 -0.248
C -2.430 -2.935 -0.110 0.210 0.008 -0.167
Nb -4.088 -1.732 0.910 0.188 -0.930 -0.971
N -5.457 -3.073 0.142 0.567 0.021 0.911
C -2.668 -0.520 2.221 -0.135 -0.073 0.375
C -3.348 0.214 3.346 -0.049 0.094 -0.044
F -2.484 0.372 4.481 0.038 0.099 -0.062
P -4.299 0.213 -0.794 -0.275 0.259 0.413
C -3.771 1.876 -0.142 -0.256 0.109 -0.137
C -3.085 -0.090 -2.176 0.160 -0.068 0.117
C -1.614 0.247 -1.895 0.077 -0.127 -0.114
H 5.178 -1.474 0.675 -0.037 -0.046 0.111
H 5.004 -2.160 2.298 0.042 0.077 0.030
H 6.276 -0.983 1.952 -0.056 -0.028 -0.082
H 4.646 0.367 3.033 -0.169 -0.098 0.035
H 3.299 -0.504 2.339 0.057 0.053 -0.113
H 4.906 1.785 1.295 0.003 -0.036 -0.170
H 4.569 0.591 0.067 -0.130 -0.082 0.116
H 2.876 2.286 -0.047 0.054 0.023 0.109
H 2.600 2.278 1.686 -0.054 -0.120 -0.032
H 0.756 1.235 0.440 0.063 -0.023 0.054
H 1.478 0.056 1.496 0.004 0.015 -0.073
H 2.740 0.092 -1.206 -0.038 0.024 0.075
H 1.019 -0.212 -1.267 0.125 0.015 -0.032
H 2.524 -1.870 0.726 0.056 -0.033 -0.157
H 2.855 -2.180 -0.977 -0.023 0.003 0.058
H 0.286 -2.320 -1.288 0.097 -0.206 -0.017
H 1.093 -3.669 -0.456 -0.048 0.048 -0.053
H -0.435 -1.376 0.858 0.021 -0.040 0.037
H 0.523 -2.555 1.737 -0.073 -0.015 -0.057
H -1.670 -3.417 1.892 0.062 -0.037 -0.026
H -0.931 -4.355 0.594 -0.055 0.029 0.166
H -2.890 -3.853 -0.504 -0.004 0.140 -0.053
H -1.973 -2.435 -0.975 -0.067 -0.058 0.008
H -5.560 -0.873 1.673 -0.015 0.074 -0.108
H -4.098 -2.681 2.486 -0.215 0.690 0.014
H -5.074 -3.878 -0.339 -0.088 -0.009 -0.084
H -6.203 -3.399 0.746 -0.207 0.069 -0.212
H -1.950 -1.199 2.698 -0.084 -0.080 -0.157
H -2.107 0.186 1.593 0.062 -0.025 0.093
H -3.631 1.232 3.060 -0.076 -0.092 -0.017
H -4.233 -0.295 3.727 0.127 -0.092 0.051
H -4.575 2.600 -0.289 0.091 -0.019 0.058
H -3.563 1.832 0.928 0.121 0.002 -0.082
H -2.892 2.254 -0.671 0.041 -0.081 0.115
H -3.437 0.456 -3.058 0.047 -0.069 0.012
H -3.179 -1.156 -2.407 -0.062 0.098 -0.043
H -1.402 0.230 -0.821 0.012 0.006 -0.065
H -0.947 -0.481 -2.370 -0.046 0.059 -0.005
H -1.332 1.228 -2.290 -0.064 -0.016 0.151
N -5.843 4.863 -0.212 -0.022 0.013 0.049
C -6.627 4.873 -1.285 0.005 0.013 -0.006
C -6.956 6.031 -1.978 -0.002 0.000 -0.001
C -6.444 7.238 -1.530 0.006 -0.016 0.009
C -5.624 7.237 -0.412 0.005 0.000 -0.005
C -5.353 6.025 0.208 -0.021 0.028 -0.046
H -7.006 3.909 -1.605 0.006 -0.004 -0.005
H -7.597 5.980 -2.848 0.001 0.000 0.001
H -6.678 8.162 -2.043 -0.001 0.001 -0.001
H -5.199 8.154 -0.026 0.002 -0.001 -0.001
H -4.711 5.984 1.081 -0.005 0.000 0.006
N 7.004 -1.525 -1.101 0.018 0.041 -0.095
C 8.302 -1.393 -0.846 0.008 -0.032 -0.024
C 9.291 -2.088 -1.527 -0.001 -0.005 0.004
C 8.909 -2.971 -2.525 -0.013 0.008 0.009
C 7.559 -3.119 -2.798 0.001 -0.002 0.002
C 6.649 -2.375 -2.061 0.031 -0.010 -0.004
H 8.563 -0.697 -0.056 0.001 0.008 0.000
H 10.333 -1.939 -1.276 -0.001 -0.001 0.002
H 9.651 -3.533 -3.078 0.000 0.000 0.000
H 7.212 -3.797 -3.566 -0.001 0.001 0.000
H 5.584 -2.466 -2.247 -0.008 -0.001 0.000
```
Forces are in eV/Å.

Charge   -1
Spin multiplicity   1
DFT total energy   -45780.3874 eV
ΔE to the lowest compared entry with this formula, charge and spin   0.0 kcal per mole


(3)
# C26H49I2N4O5

A cluster of 2 separate species, C26H49I2N4O5 in total in a non-equilibrium geometry (the ωB97M-V functional and the def2-TZVPD basis, the OMol25 dataset).

XYZ file:
```
86
Properties=species:S:1:pos:R:3:forces:R:3
C -4.654 3.806 -7.299 -0.035 -0.024 0.733
C -5.423 3.550 -5.870 0.418 0.702 -0.420
O -5.850 2.142 -5.816 1.987 0.191 1.524
C -4.769 1.283 -5.227 -0.031 0.448 -0.664
C -4.785 1.327 -3.572 -0.622 -0.008 -0.286
C -5.434 -0.058 -2.899 -0.012 -0.550 -1.055
C -4.315 -0.964 -2.110 0.493 0.323 0.027
C -4.347 -0.758 -0.453 -1.080 0.152 -2.026
N -2.929 -0.967 0.027 1.340 5.919 0.989
C -2.080 0.265 0.240 3.135 -4.647 1.012
C -2.371 1.868 0.060 -1.888 0.241 -0.507
C -3.322 2.457 1.300 0.618 -0.470 0.054
C -3.386 4.100 1.340 -0.632 3.855 6.095
O -3.349 4.704 2.556 0.029 -4.282 -8.275
O -3.528 4.994 0.179 -1.285 -2.917 1.562
N -0.712 -0.201 0.684 -5.701 -3.068 -1.805
C -0.859 -1.719 0.678 -1.901 1.207 -0.587
N 0.134 -2.583 1.000 0.785 2.880 -0.226
I 0.212 -4.606 1.132 -0.287 -0.094 0.122
C 1.467 -1.874 1.333 1.692 0.211 0.886
C 1.472 -1.228 2.859 1.356 -0.420 0.117
C 2.879 -0.335 2.966 -0.410 0.518 -1.248
C 2.731 0.973 3.947 0.406 -0.750 1.007
C 4.017 1.996 3.927 -0.473 0.621 -0.693
C 4.676 2.248 2.447 0.979 -0.143 -0.089
C 5.949 3.268 2.613 -0.118 0.023 -0.183
C 6.423 3.980 1.213 0.694 0.453 -0.026
C 5.451 5.228 0.737 0.270 -0.152 0.490
O 6.252 6.449 0.396 -0.823 -2.053 -1.543
C 6.536 6.388 -1.055 0.327 -0.313 -0.378
N -2.213 -2.161 0.277 2.405 3.835 0.680
I -3.274 -3.832 -0.054 0.128 -0.550 0.098
H -5.005 3.018 -8.096 0.442 1.788 1.552
H -4.870 4.925 -7.620 0.736 -2.462 0.420
H -3.507 3.605 -7.107 -2.251 0.702 -0.619
H -6.376 4.238 -5.717 1.953 -1.630 -0.530
H -4.645 3.847 -5.020 -1.737 -0.828 -1.490
H -3.763 1.689 -5.686 -1.750 -0.915 1.191
H -4.939 0.204 -5.655 0.215 2.079 0.987
H -5.497 2.239 -3.287 1.825 -1.859 -0.550
H -3.673 1.493 -3.211 -2.319 -0.245 -0.499
H -5.819 -0.714 -3.818 0.711 1.437 2.098
H -6.383 0.173 -2.238 2.034 -0.426 -1.216
H -4.356 -2.111 -2.387 -0.109 2.423 0.593
H -3.244 -0.567 -2.456 -2.269 -0.941 0.788
H -5.157 -1.414 0.078 1.856 1.055 -0.920
H -4.696 0.372 -0.303 1.319 -2.472 0.065
H -3.016 2.061 -0.926 1.622 -0.716 1.942
H -1.406 2.536 -0.028 -1.664 -2.004 0.315
H -2.815 2.085 2.299 -1.229 1.196 -1.916
H -4.420 1.995 1.264 2.370 1.211 -0.030
H -4.430 4.855 -0.278 1.971 0.015 1.065
H 2.361 -2.665 1.330 -2.283 1.511 -0.152
H 1.766 -1.084 0.495 -1.129 -1.575 1.870
H 1.604 -2.108 3.651 -0.697 1.786 -1.777
H 0.512 -0.599 3.105 1.979 -1.194 -0.648
H 3.820 -1.019 3.222 -2.176 1.486 -0.275
H 3.075 0.041 1.851 -0.307 -0.585 2.403
H 1.723 1.561 3.748 2.137 -1.292 0.156
H 2.669 0.549 5.061 -0.078 0.974 -2.344
H 4.878 1.644 4.651 -1.822 0.648 -1.417
H 3.600 3.053 4.291 1.085 -2.306 -0.580
H 3.942 2.699 1.652 1.092 -0.822 1.698
H 5.095 1.238 1.976 -0.965 2.051 1.066
H 5.613 4.119 3.352 0.811 -1.565 -1.351
H 6.870 2.686 3.095 -2.038 1.279 -1.018
H 7.507 4.437 1.387 -2.354 -0.864 -0.361
H 6.535 3.223 0.322 -0.297 1.211 1.856
H 4.754 5.520 1.633 1.269 -0.464 -1.795
H 4.826 4.914 -0.204 0.967 0.640 1.873
H 5.559 6.652 -1.645 1.848 -0.354 0.967
H 7.426 7.125 -1.343 -2.098 -1.585 0.843
H 6.840 5.280 -1.343 -0.434 2.275 0.464
C 2.101 -9.586 1.112 0.703 0.064 -0.148
C 1.176 -10.365 2.011 -0.385 -0.511 -0.032
C 0.557 -9.270 2.853 -0.118 0.094 0.569
O 0.516 -8.091 2.037 0.129 0.060 -0.234
C 1.311 -8.319 0.866 -0.281 0.171 -0.242
H 2.363 -10.111 0.190 -0.033 0.104 0.109
H 3.028 -9.350 1.647 -0.083 -0.022 -0.119
H 0.402 -10.857 1.410 0.086 0.008 0.110
H 1.683 -11.128 2.608 -0.088 0.128 -0.058
H 1.172 -9.048 3.731 -0.050 -0.078 0.019
H -0.453 -9.521 3.189 0.088 0.154 -0.055
H 0.629 -8.436 0.017 0.077 -0.002 -0.089
H 1.953 -7.453 0.681 -0.041 0.030 0.061
```
Forces are in eV/Å.

Charge   +1
Spin multiplicity   1
DFT total energy   -60133.9212 eV
ΔE to the lowest compared entry with this formula, charge and spin   343.3 kcal per mole